Molecular formula: C10H16GaN2PSe
Method: DFT, wB97M-V/def2-TZVPD

## Properties
net charge	0
total energy	-5167.51423	hartree

```
31
C10H16GaN2PSe wB97M-V/def2-TZVPD
C 2.05 2.36 -0.72
C 2.09 2.43 -2.17
C 0.87 3.06 -2.61
C 0.12 3.36 -1.40
C 0.95 3.01 -0.24
Ga 0.29 1.42 -1.78
P 1.87 -0.41 1.10
H 2.80 1.80 -0.14
H 2.87 2.15 -2.89
H 0.54 3.11 -3.64
H 0.70 3.17 0.83
H -0.86 3.79 -1.46
H 1.67 -0.04 2.45
H 3.23 -0.11 1.27
H 2.13 -1.75 1.42
C -2.26 0.57 1.14
N -1.79 -0.80 1.02
C -1.84 -1.73 2.06
C -1.29 -2.87 1.59
N -0.91 -2.63 0.28
C -0.26 -3.63 -0.54
C -1.18 -1.34 -0.08
Se -1.00 -0.69 -1.84
H -2.37 1.00 0.13
H -1.55 1.19 1.72
H -3.23 0.58 1.66
H -2.26 -1.50 3.02
H -1.12 -3.82 2.06
H 0.70 -3.95 -0.08
H -0.90 -4.53 -0.64
H -0.06 -3.21 -1.54
```